{
  "formula": "C29H57NO2P2Tc",
  "method": "wB97M-V/def2-TZVPD",
  "homo_energy_ev": [-20.45, -20.90],
  "energy_ha": -2106.20676,
  "spin_multiplicity": 4,
  "lumo_ev": [-14.49, -16.07],
  "s2": 3.83,
  "charge": 4,
  "species": ["Tc", "P", "P", "O", "O", "N", "C", "C", "C", "C", "C", "C", "C", "C", "C", "C", "C", "C", "C", "C", "C", "C", "C", "C", "C", "C", "C", "C", "C", "C", "C", "C", "C", "C", "C", "H", "H", "H", "H", "H", "H", "H", "H", "H", "H", "H", "H", "H", "H", "H", "H", "H", "H", "H", "H", "H", "H", "H", "H", "H", "H", "H", "H", "H", "H", "H", "H", "H", "H", "H", "H", "H", "H", "H", "H", "H", "H", "H", "H", "H", "H", "H", "H", "H", "H", "H", "H", "H", "H", "H", "H", "H"],
  "coordinates": [[-0.0857, -0.2595, 0.2161], [-0.3598, -2.4661, -0.2904], [-0.2566, 2.3652, -1.7472], [-2.9957, 0.5426, -0.4724], [2.3563, -0.0231, -1.6475], [1.4696, -1.5818, 4.5278], [2.1761, 3.4822, -0.6815], [0.1877, -0.8666, 4.0702], [-2.0550, -2.8652, 1.9275], [0.4136, 1.3425, -4.2913], [0.8216, -3.2608, -2.7730], [-2.0554, 1.5477, -3.7775], [-1.6457, 3.5914, -1.3266], [1.3856, 3.3025, -1.9772], [0.9765, 3.1299, 2.7086], [1.3239, 4.6118, -2.7561], [-1.6000, 4.0334, 0.1374], [-1.8683, 0.2651, -0.2374], [2.3403, -0.8291, 5.4695], [1.1601, -3.3751, 0.2543], [0.9581, -4.8906, 0.3513], [0.4638, 0.4844, 3.4846], [1.0196, 2.7836, 4.0567], [-1.8367, -3.3038, 0.4789], [0.5975, 2.1543, 1.7714], [0.6862, 1.4947, 4.4375], [-1.3466, -1.9911, -2.8440], [-3.1311, -3.1117, -0.3219], [1.1680, -2.9345, 5.1114], [-1.8514, 4.7799, -2.2657], [1.4008, -0.0775, -0.9500], [-0.5186, -3.0069, -2.0702], [1.7583, -2.7855, 1.5283], [-0.6631, 2.1474, -3.5681], [0.4000, 0.8157, 2.1060], [0.4533, 2.4826, 0.7364], [0.2650, -5.1657, 1.1555], [1.9433, 2.5757, -2.5907], [1.2963, 3.5269, 4.8101], [-2.0975, -1.7689, 2.0140], [-0.7760, -1.0603, -2.9483], [-2.8548, 2.1907, -3.3890], [-1.0754, -3.9571, -2.0400], [-1.9710, 4.4901, -3.3162], [-1.5885, -4.3770, 0.4697], [3.1518, -1.4951, 5.7686], [-3.0793, -3.5403, -1.3269], [1.2136, -3.1358, 2.4150], [0.6088, 1.2644, 5.5096], [-3.3892, -2.0482, -0.4023], [-2.2215, 1.4139, -4.8563], [1.4974, -2.4008, -2.6653], [-0.4583, -0.7977, 4.9630], [3.1560, 3.9239, -0.9160], [2.7677, 0.0401, 4.9756], [-2.5229, 2.9307, -1.4402], [1.3664, 1.8815, -4.3671], [0.5164, -2.8114, 5.9915], [0.6178, 0.3919, -3.7814], [-0.6592, 4.5418, 0.3946], [-2.7844, 5.2837, -1.9743], [-2.1434, 0.5629, -3.2986], [1.8871, -3.1822, -0.5496], [2.8025, -3.1219, 1.6232], [1.1980, 4.1465, 2.3758], [1.6730, 4.1593, 0.0238], [-0.4096, -0.8370, -5.0116], [2.3524, 4.8986, -3.0234], [-1.0429, 5.5135, -2.1828], [1.7679, -1.6792, 1.5164], [-1.7383, 3.1748, 0.8082], [-1.5673, -2.3983, -3.8388], [1.7646, -0.5475, 6.3540], [-2.3078, -1.7231, -2.3915], [0.5930, -5.3282, -0.5850], [-0.1938, -1.5348, -4.8381], [0.6576, -3.4158, -3.8473], [2.3627, 2.5157, -0.1954], [-3.9522, -3.6118, 0.2081], [2.0122, -1.7088, 3.6540], [-3.0221, -3.2520, 2.2796], [0.0739, 1.1205, -5.3114], [0.9109, 5.4248, -2.1459], [0.7679, 4.5381, -3.6982], [-0.3024, -1.5341, 3.3504], [2.1268, -3.3862, 5.4066], [-0.6585, 3.1631, -3.9931], [1.3326, -4.1511, -2.3894], [1.9222, -5.3655, 0.5772], [0.6657, -3.5600, 4.3599], [-2.4214, 4.7404, 0.3265], [-1.2815, -3.2459, 2.6069]],
  "atomic_forces_ev_per_a": [[1.138, 0.493, 4.561], [-0.582, -3.251, -1.209], [-0.298, 3.307, -2.728], [5.480, -1.422, 1.456], [-4.326, -0.244, 3.698], [-0.218, -0.003, -0.831], [0.226, 0.103, 0.017], [0.068, -0.737, 0.332], [-0.063, -0.124, 0.205], [0.398, 0.025, 0.025], [0.168, 0.076, 0.163], [-0.179, -0.055, 0.011], [-0.591, -1.023, 1.182], [0.885, -1.114, 0.729], [-0.115, -0.129, -0.629], [-0.475, 0.457, -0.253], [-0.050, 0.106, 0.105], [-6.243, 2.093, -2.864], [0.234, 0.131, 0.332], [0.256, 0.277, -0.025], [-0.023, -0.117, 0.088], [-0.139, 0.602, 0.779], [0.543, 2.328, -0.915], [-0.202, 0.121, 0.279], [0.595, 2.964, 0.130], [-0.533, -2.408, 0.120], [-0.420, 0.174, 0.102], [-0.007, 0.136, -0.128], [-0.099, -0.332, 0.070], [0.366, 0.287, -0.556], [4.616, 0.615, -5.675], [-0.033, 0.113, -0.261], [0.320, -0.345, 0.207], [-0.072, -1.170, -0.008], [-0.862, -2.562, 0.546], [0.119, -0.108, 0.521], [0.146, 0.062, -0.129], [-0.157, 0.161, 0.227], [-0.129, -0.181, -0.222], [-0.094, -0.016, 0.032], [-0.119, -0.253, -0.070], [0.150, -0.172, -0.194], [0.143, 0.205, 0.310], [0.040, 0.138, 0.299], [0.091, 0.332, -0.116], [-0.075, 0.142, -0.008], [-0.065, 0.093, 0.235], [0.005, 0.131, -0.267], [-0.013, 0.131, -0.528], [-0.119, -0.244, -0.001], [-0.035, 0.047, 0.332], [-0.062, -0.156, -0.164], [0.269, 0.003, -0.360], [-0.289, -0.129, 0.101], [-0.038, -0.002, 0.062], [0.167, 0.239, 0.080], [-0.280, -0.100, -0.119], [0.313, 0.007, -0.347], [-0.050, 0.201, -0.225], [-0.243, -0.030, -0.099], [0.199, -0.259, 0.083], [-0.029, 0.207, -0.200], [-0.266, 0.040, 0.115], [-0.256, 0.155, 0.052], [-0.094, -0.312, 0.217], [0.144, -0.111, -0.211], [0.253, -0.751, -0.310], [-0.190, -0.238, 0.171], [-0.363, -0.177, -0.054], [0.052, 0.046, 0.004], [-0.028, 0.188, 0.016], [0.008, 0.230, 0.369], [0.086, -0.072, -0.098], [0.144, -0.242, 0.084], [0.058, 0.100, 0.200], [0.036, 0.627, -0.692], [-0.032, 0.003, 0.283], [0.113, 0.197, -0.001], [0.224, 0.098, -0.109], [-0.172, -0.169, 0.657], [0.312, 0.134, -0.003], [0.182, 0.101, 0.267], [0.178, -0.217, -0.227], [0.138, 0.117, 0.297], [0.221, 0.139, 0.262], [-0.467, 0.060, -0.103], [0.065, -0.132, 0.559], [-0.100, 0.207, -0.160], [-0.161, 0.115, -0.085], [0.144, 0.233, 0.332], [0.267, -0.237, 0.013], [-0.106, 0.046, -0.135]]
}